1.
C4H12N2 in the gas phase in a non-equilibrium geometry. Source: the Open Molecules 2025 dataset; level of theory: wB97M-V/def2-TZVPD.

Geometry as XYZ:
```
18
Properties=species:S:1:pos:R:3:nbo_charge:R:1
C -0.012 -0.867 1.419 -0.623
C 0.774 -0.260 0.211 -0.045
C 2.039 0.476 0.619 -0.608
N -0.113 0.564 -0.543 -0.671
C -1.163 -0.124 -1.364 -0.049
N -2.468 0.371 -1.024 -0.841
H 0.754 -1.162 2.147 0.205
H -0.782 -0.208 1.811 0.214
H -0.477 -1.830 1.198 0.210
H 1.194 -1.140 -0.321 0.153
H 2.504 1.048 -0.181 0.209
H 1.760 1.229 1.385 0.201
H 2.755 -0.153 1.130 0.216
H 0.302 1.351 -1.020 0.369
H -1.025 -0.026 -2.447 0.168
H -0.877 -1.170 -1.211 0.169
H -2.331 0.848 -0.148 0.367
H -2.835 1.052 -1.661 0.358
```

The maximum force comes out at 2.23 eV/Å. The calculation puts the HOMO-LUMO gap at 9.730 eV. As for the energy above the lowest of the compared OMol25 structures with the same formula, charge and spin: 20.8 kcal per mole. The lowest unoccupied orbital energy is 0.0422 Eh. The SMILES is CC(C)NCN. Its highest occupied orbital energy is -0.31539 Ha.

2.
2 unconnected molecules or ions with the total composition C12H17N in a non-equilibrium geometry. Source: the Open Molecules 2025 dataset; level of theory: wB97M-V/def2-TZVPD.

Geometry as XYZ:
```
30
Properties=species:S:1:pos:R:3:nbo_charge:R:1
C -0.668 -2.017 1.753 -0.710
C 2.070 -0.726 -0.586 0.168
C 0.684 -1.236 -0.464 -0.125
C 0.521 -1.528 0.996 0.159
C 1.761 -1.267 1.635 0.090
C 2.484 -0.233 -1.767 -0.218
C 1.593 -0.079 -2.796 -0.095
C -0.200 -0.985 -1.507 -0.079
C 0.239 -0.416 -2.653 -0.234
N 2.686 -0.849 0.628 -0.454
H 3.674 -0.642 0.784 0.448
H 3.563 -0.137 -1.892 0.241
H 1.975 -1.686 2.627 0.262
H 2.051 0.046 -3.833 0.256
H -1.141 -1.298 -1.295 0.226
H -1.353 -2.752 1.165 0.259
H -1.294 -1.266 2.017 0.266
H -0.611 -0.199 -3.362 0.258
H -0.627 -2.640 2.673 0.269
C -2.061 1.831 0.614 -0.419
C -1.183 1.394 1.778 -0.604
C -1.540 2.200 -0.747 -0.617
H -2.945 1.210 0.555 0.209
H -2.572 2.821 1.001 0.205
H -0.451 2.189 2.090 0.216
H -2.449 2.705 -1.291 0.235
H -0.513 0.618 1.436 0.164
H -1.694 1.007 2.690 0.222
H -0.553 2.616 -0.863 0.219
H -1.443 1.316 -1.386 0.183
```

Its spin multiplicity is 2. The maximum force comes out at 4.68 eV/Å. The calculation puts the HOMO-LUMO gap (alpha / beta) at 9.256 / 5.808 eV. As for the energy above the lowest of the compared OMol25 structures with the same formula, charge and spin: 56.8 kcal per mole. The lowest unoccupied orbital energy (alpha / beta) is -0.1422 / -0.2676 Eh. Its highest occupied orbital energy (alpha / beta) is -0.48234 / -0.48103 Ha. The charge is +1.

3.
A molecular structure, C22H24MnN2O2 in a non-equilibrium geometry. Source: the Open Molecules 2025 dataset; level of theory: wB97M-V/def2-TZVPD.

Geometry as XYZ:
```
51
Properties=species:S:1:pos:R:3:nbo_charge:R:1
C -1.401 0.733 -4.373 -0.374
C 0.032 0.539 -4.625 -0.326
C 0.763 1.340 -3.683 -0.313
C -0.163 2.009 -2.829 -0.281
C -1.511 1.660 -3.232 -0.308
Mn -0.625 -0.176 -2.807 0.940
N -1.983 -1.092 -2.298 -0.847
C -0.729 -2.403 -2.496 -0.344
C 0.408 -1.896 -3.346 -0.745
H 1.839 1.519 -3.720 0.223
H 0.434 0.012 -5.473 0.219
H 0.087 2.798 -2.133 0.277
H -2.427 2.123 -2.896 0.238
H -2.206 0.368 -4.987 0.229
H 0.360 -2.130 -4.429 0.187
H -1.418 -3.081 -3.039 0.190
H -2.717 -1.146 -1.560 0.370
H 1.449 -1.975 -2.962 0.214
H -0.380 -2.903 -1.557 0.213
C 3.934 0.546 1.767 -0.634
C 2.858 -0.470 1.471 -0.029
C 3.141 -1.559 0.661 -0.269
C 2.188 -2.536 0.386 -0.234
C 0.913 -2.396 0.912 -0.294
C 0.587 -1.253 1.674 0.185
N -0.709 -1.133 2.149 -0.676
C -1.548 -0.027 2.391 0.101
C -2.489 -0.157 3.439 -0.294
C -3.224 0.948 3.838 -0.384
C -3.069 2.177 3.185 -0.296
C -2.198 2.278 2.105 -0.185
C -1.534 1.152 1.609 -0.189
C -0.616 1.307 0.361 0.776
O -0.521 2.502 0.015 -0.777
O -0.395 0.271 -0.293 -0.771
C 1.588 -0.320 2.020 0.004
C 1.347 0.802 2.982 -0.674
H 3.657 1.552 1.426 0.215
H 4.160 0.605 2.841 0.200
H 4.835 0.233 1.240 0.196
H 4.149 -1.615 0.269 0.180
H 2.431 -3.383 -0.241 0.198
H 0.120 -3.121 0.711 0.182
H -1.193 -2.028 2.228 0.325
H -2.576 -1.123 3.949 0.123
H -3.915 0.858 4.664 0.188
H -3.626 3.063 3.470 0.186
H -2.034 3.193 1.541 0.234
H 1.449 1.771 2.461 0.222
H 0.351 0.780 3.449 0.238
H 2.124 0.784 3.764 0.193
```

Its spin multiplicity is 6. The maximum force comes out at 4.54 eV/Å. The calculation puts the HOMO-LUMO gap (alpha / beta) at 1.597 / 6.619 eV. As for the energy above the lowest of the compared OMol25 structures with the same formula, charge and spin: 1.3 kcal per mole. The lowest unoccupied orbital energy (alpha / beta) is 0.1785 / 0.1792 Eh. Its highest occupied orbital energy (alpha / beta) is 0.11984 / -0.06402 Ha. The charge is -2.

4.
A gas-phase ion, C23H41ClFI2NO9P3S (charge +1). Source: the Open Molecules 2025 dataset; level of theory: wB97M-V/def2-TZVPD.

Geometry as XYZ:
```
82
Properties=species:S:1:pos:R:3:mulliken_charge:R:1
C -5.925 -0.814 2.219 -0.013
C -4.768 -0.939 2.479 -0.920
C -3.342 -1.090 2.762 -0.486
C -2.524 -1.390 1.473 -0.927
C -1.260 -0.542 1.227 0.537
C 0.123 -1.244 1.056 1.796
C 0.507 -2.180 2.288 -1.924
I -0.121 -1.352 4.177 0.207
C 0.318 -3.708 2.240 -0.072
C -1.017 -4.330 2.656 -0.764
I 1.856 -4.569 3.530 0.149
N 0.100 -1.769 -0.390 1.007
C -0.509 -3.067 -0.745 -0.112
Cl 0.775 -4.289 -1.053 -0.043
C -1.503 -3.097 -1.905 -0.673
C -2.563 -1.989 -1.919 -0.432
C 0.651 -0.931 -1.236 -0.484
P 1.325 -1.283 -2.896 -0.419
P -0.049 -0.695 -4.526 1.002
O -0.744 -1.888 -5.004 -0.615
O 0.963 -0.101 -5.608 -0.513
O -0.971 0.528 -4.080 -0.492
C 1.047 0.412 -0.525 1.078
C 2.155 1.202 -1.230 -2.244
C 2.479 2.520 -0.511 -0.198
C 3.858 3.098 -0.910 -0.858
C 4.931 3.113 0.185 -0.578
S 4.528 3.999 1.670 1.162
O 3.403 3.394 2.304 -0.536
O 5.745 4.216 2.393 -0.615
O 4.037 5.394 1.081 -0.490
O 0.021 1.331 -0.242 -0.246
C -0.814 1.806 -1.288 0.125
C -1.738 2.877 -0.730 -1.354
C -2.829 2.355 0.203 0.687
C -3.961 3.377 0.359 -1.627
C 1.348 -0.282 0.837 0.440
F 1.473 0.586 1.872 -0.599
P 3.058 -1.149 0.395 -0.098
O 2.840 -2.662 0.938 -0.249
O 3.962 -0.520 1.585 -0.500
H -6.965 -0.642 2.063 0.444
H -3.185 -1.858 3.519 0.288
H -2.975 -0.163 3.210 0.414
H -2.348 -2.461 1.417 0.221
H -3.219 -1.171 0.661 0.346
H -1.180 0.296 1.917 1.517
H -1.435 -0.072 0.272 -2.137
H 1.559 -2.029 2.447 1.494
H 0.629 -4.094 1.278 0.235
H -0.868 -5.296 3.132 0.490
H -1.578 -3.702 3.343 0.192
H -1.643 -4.529 1.780 0.267
H -1.004 -3.428 0.148 -0.445
H -2.007 -4.060 -1.796 0.612
H -1.008 -3.159 -2.871 0.318
H -2.712 -1.638 -2.940 0.343
H -2.301 -1.121 -1.315 -0.357
H -3.532 -2.347 -1.571 0.358
H 1.073 -2.653 -3.007 0.064
H 1.261 0.806 -5.467 0.332
H -1.035 1.210 -4.764 0.357
H 1.731 1.463 -2.211 0.416
H 3.044 0.618 -1.463 0.739
H 2.394 2.402 0.567 0.479
H 1.722 3.259 -0.777 0.084
H 3.734 4.103 -1.314 0.431
H 4.271 2.499 -1.728 0.388
H 5.203 2.098 0.479 0.078
H 5.835 3.592 -0.196 0.443
H 4.820 5.955 0.964 0.368
H -1.417 0.994 -1.705 -0.091
H -0.221 2.229 -2.106 0.596
H -2.211 3.360 -1.592 0.458
H -1.132 3.638 -0.232 0.327
H -3.255 1.425 -0.186 -0.038
H -2.413 2.188 1.199 0.095
H -3.599 4.277 0.859 0.343
H -4.772 2.971 0.966 0.430
H -4.384 3.646 -0.611 0.379
H 3.664 -3.061 1.251 0.334
H 4.593 0.127 1.249 0.280
```

The maximum force comes out at 0.92 eV/Å. The calculation puts the HOMO-LUMO gap at 6.618 eV. As for the energy above the lowest of the compared OMol25 structures with the same formula, charge and spin: 0.0 kcal per mole. The lowest unoccupied orbital energy is -0.1777 Eh. The SMILES is C#CCCC[C@@]1([C@@H](I)[C@H](C)I)[N+]([C@H](Cl)CC)=C(PP(=O)(O)O)[C@@](CCCCS(=O)(=O)O)(OCCCC)[C@]1(F)P(O)O. Its highest occupied orbital energy is -0.42090 Ha. The charge is +1.

5.
9 unconnected molecules or ions with the total composition C33H54N6O9 in a non-equilibrium geometry. Source: the Open Molecules 2025 dataset; level of theory: wB97M-V/def2-TZVPD.

Geometry as XYZ:
```
102
Properties=species:S:1:pos:R:3:mulliken_charge:R:1
C -2.290 -2.185 2.343 -0.149
C -3.356 -1.595 1.548 0.092
O -3.170 -0.181 1.823 -0.341
C -2.376 -0.019 2.880 0.670
O -2.073 1.059 3.374 -0.598
O -1.960 -1.198 3.252 -0.341
H -1.445 -2.452 1.709 -0.030
H -2.506 -3.143 2.816 0.449
H -4.275 -2.033 1.937 0.337
H -3.191 -1.699 0.475 -0.030
C -3.285 6.323 1.299 -0.353
C -4.674 5.588 1.420 -0.294
O -4.385 4.437 0.664 -0.364
C -3.074 4.295 0.403 0.641
O -2.592 3.554 -0.420 -0.482
O -2.412 5.324 0.913 -0.319
H -3.054 6.652 2.313 0.263
H -3.302 7.240 0.711 0.304
H -5.489 6.082 0.892 0.249
H -5.008 5.349 2.430 0.273
C 3.801 -4.152 1.562 -0.359
C 3.544 -5.625 2.036 -0.337
O 2.103 -5.603 2.128 -0.378
C 1.617 -4.359 2.137 0.653
O 0.414 -4.106 2.441 -0.548
O 2.616 -3.480 1.906 -0.176
H 4.082 -4.100 0.510 0.255
H 4.566 -3.667 2.167 0.282
H 4.093 -5.956 2.917 0.272
H 3.697 -6.302 1.196 0.307
C 2.858 -0.119 3.475 -0.667
C 3.878 -1.074 4.202 -0.280
C 3.472 -1.728 5.471 -0.231
C 2.717 -0.717 6.355 0.159
N 2.222 0.115 7.003 -0.467
H 2.664 0.716 4.148 0.286
H 1.953 -0.676 3.233 0.085
H 3.167 0.455 2.602 0.346
H 4.878 -0.645 4.266 0.433
H 4.048 -1.830 3.434 -0.199
H 4.379 -1.927 6.041 0.351
H 2.875 -2.611 5.244 0.218
C 0.756 4.161 4.580 -0.901
C 0.972 5.327 3.641 -0.683
C 1.224 4.982 2.211 0.319
C 2.354 4.017 1.990 0.207
N 3.232 3.256 1.886 -0.553
H 0.717 4.551 5.597 0.363
H 1.618 3.502 4.479 0.184
H -0.163 3.640 4.311 0.239
H 1.792 5.923 4.040 0.325
H 0.136 6.025 3.617 0.346
H 1.283 5.858 1.565 0.417
H 0.314 4.464 1.907 -0.215
C -0.652 -3.642 -3.812 -0.550
C 0.553 -4.637 -3.460 -0.466
C 0.919 -5.749 -4.378 -0.353
C 0.997 -5.229 -5.733 0.208
N 0.973 -4.809 -6.825 -0.470
H -0.885 -2.877 -3.072 -0.077
H -1.557 -4.111 -4.199 0.447
H -0.301 -2.950 -4.577 0.075
H 0.333 -5.094 -2.495 0.340
H 1.376 -3.948 -3.273 0.270
H 0.153 -6.524 -4.417 0.277
H 1.892 -6.224 -4.252 0.283
C 0.600 -0.059 -6.569 -1.447
C 0.335 0.352 -5.132 0.743
C 0.696 1.789 -4.858 -0.108
C -0.212 2.713 -5.484 0.238
N -0.853 3.464 -6.069 -0.483
H 0.157 0.632 -7.286 0.367
H 0.249 -1.076 -6.744 0.372
H 1.683 -0.092 -6.692 0.333
H 0.745 -0.435 -4.499 0.007
H -0.738 0.329 -4.942 -0.330
H 1.682 2.121 -5.185 0.367
H 0.690 1.915 -3.775 -0.067
C -3.163 0.014 -3.835 -1.829
C -2.652 -0.445 -2.443 0.347
C -3.089 0.544 -1.403 1.660
C -4.524 0.777 -1.319 -0.220
N -5.705 0.928 -1.293 -0.661
H -2.773 -0.715 -4.545 0.438
H -2.887 1.014 -4.168 0.390
H -4.233 -0.111 -4.006 0.463
H -1.575 -0.299 -2.361 -0.338
H -2.680 -1.510 -2.215 0.571
H -2.703 1.555 -1.538 0.395
H -2.649 0.178 -0.475 -1.188
C 0.579 1.565 -0.182 -1.130
C 0.416 0.336 0.699 1.636
C 1.351 -0.803 0.331 0.664
C 1.190 -1.151 -1.035 -0.247
N 0.976 -1.406 -2.162 -0.421
H 0.273 1.336 -1.203 -0.042
H 1.598 1.938 -0.081 0.436
H -0.151 2.320 0.111 0.121
H -0.645 0.088 0.676 -1.352
H 0.707 0.524 1.732 0.420
H 1.146 -1.711 0.898 -0.501
H 2.399 -0.538 0.467 0.380
```

The maximum force comes out at 5.26 eV/Å. The calculation puts the HOMO-LUMO gap at 10.575 eV. As for the energy above the lowest of the compared OMol25 structures with the same formula, charge and spin: 54.5 kcal per mole. The lowest unoccupied orbital energy is -0.0047 Eh. The SMILES is O=C1OCCO1.O=C1OCCO1.O=C1OCCO1.CCCC#N.CCCC#N.CCCC#N.CCCC#N.CCCC#N.CCCC#N. Its highest occupied orbital energy is -0.39335 Ha.